{
  "formula": "C4H7N3",
  "method": "the ωB97M-V functional and the def2-TZVPD basis",
  "species": ["N", "C", "C", "C", "N", "C", "N", "H", "H", "H", "H", "H", "H", "H"],
  "coordinates": [[-2.505418, -0.328304, -0.161483], [-1.120828, -0.069123, -0.030842], [-0.023208, -0.889355, 0.099229], [1.132066, -0.052313, 0.109287], [2.456925, -0.505187, 0.285423], [0.699256, 1.246215, -0.002252], [-0.681490, 1.218777, -0.077361], [-2.653530, -1.216152, -0.627502], [-2.965242, -0.378142, 0.742119], [-0.041363, -1.966233, 0.212028], [3.132368, 0.159503, -0.071689], [2.604642, -1.392827, -0.179228], [1.248807, 2.176203, -0.007260], [-1.282989, 1.996937, -0.290474]],
  "atomic_forces_ev_per_a": [[-0.0001, -0.2002, 0.0856], [0.1877, 0.1043, -0.0013], [-0.0426, -0.0377, 0.0253], [-0.1917, 0.1479, -0.0344], [0.0306, 0.0082, -0.1474], [0.1712, -0.0449, 0.0419], [-0.1455, -0.0941, -0.0630], [-0.0127, 0.1304, 0.0255], [0.0350, 0.0448, -0.0791], [-0.0107, 0.1522, -0.0383], [-0.0532, -0.0761, 0.0741], [0.0113, 0.0892, 0.0752], [-0.0745, -0.1259, -0.0053], [0.0953, -0.0981, 0.0413]],
  "e_above_lowest_kcal_mol": 0.4,
  "e_tot_ev": -8731.663,
  "smiles": "Nc1c[nH]c(N)c1",
  "lumo_ha": 0.040,
  "charge": 0
}



{
  "formula": "C42H65CrF2N4P2Si",
  "method": "the ωB97M-V functional and the def2-TZVPD basis",
  "species": ["Cr", "C", "Si", "C", "C", "C", "C", "C", "C", "P", "C", "C", "C", "C", "C", "C", "C", "C", "C", "C", "C", "C", "C", "C", "C", "C", "C", "C", "P", "C", "C", "C", "C", "C", "C", "C", "C", "C", "C", "C", "C", "H", "H", "H", "H", "H", "H", "H", "H", "H", "H", "H", "H", "H", "H", "H", "H", "H", "H", "H", "H", "H", "H", "H", "H", "H", "H", "H", "H", "H", "H", "H", "H", "H", "H", "H", "H", "H", "H", "H", "H", "H", "H", "H", "H", "H", "H", "H", "H", "H", "H", "H", "H", "H", "H", "H", "F", "F", "C", "C", "C", "C", "N", "C", "N", "N", "N", "H", "H", "H", "H", "H", "H", "H", "H", "H", "H"],
  "coordinates": [[-0.080531, 0.506986, 1.000017], [1.357867, 2.350288, -2.085280], [1.587929, 0.822563, -1.019474], [3.252202, 1.182377, -0.050872], [4.423410, 1.619886, -0.717704], [5.652746, 1.891382, -0.181774], [5.790671, 1.866099, 1.202954], [4.690856, 1.352671, 1.869925], [3.469526, 0.971607, 1.312220], [2.183617, 0.093616, 2.367723], [2.062698, 0.907574, 4.034960], [3.331924, 1.009644, 4.967173], [3.550687, 2.468044, 5.381797], [2.361694, 3.167042, 6.043730], [0.963700, 2.673936, 5.558211], [1.145689, 2.160185, 4.092677], [3.189524, -1.427927, 2.796151], [2.555491, -2.394319, 3.841848], [1.330088, -3.176645, 3.282424], [1.624285, -3.863693, 1.983033], [2.301021, -2.921345, 0.948025], [3.541476, -2.241394, 1.485972], [1.930737, -0.666035, -2.293634], [3.086676, -1.440399, -2.220621], [3.283479, -2.572011, -3.082572], [2.338158, -2.806799, -4.064301], [1.166319, -2.069933, -4.128260], [0.902261, -1.012040, -3.213057], [-0.855769, -0.293602, -2.951577], [-1.622596, -1.701550, -1.948459], [-1.476045, -3.140508, -2.520807], [-1.643417, -4.155266, -1.327238], [-2.593989, -3.575359, -0.237610], [-3.671489, -2.660056, -0.850376], [-2.995770, -1.415278, -1.416394], [-1.662895, -0.626989, -4.615187], [-3.194576, -0.575608, -4.545287], [-3.747454, 0.758490, -4.176486], [-3.323447, 1.886645, -5.131200], [-1.784205, 1.865810, -5.326360], [-1.236766, 0.475856, -5.641418], [1.890375, 2.513862, -2.962971], [1.615242, 3.209878, -1.459574], [0.272672, 2.405761, -2.357898], [4.413645, 1.668251, -1.838144], [6.447731, 2.355834, -0.826466], [6.808138, 2.063953, 1.768634], [4.922103, 1.032260, 2.901331], [1.485138, 0.219843, 4.525212], [4.176553, 0.608473, 4.520078], [3.153955, 0.434747, 5.806432], [3.958484, 3.007273, 4.473971], [4.337664, 2.434542, 6.152232], [2.404613, 4.219117, 5.895094], [2.396262, 3.016054, 7.132935], [0.192977, 3.455984, 5.584200], [0.595392, 1.884222, 6.278466], [1.548197, 2.932044, 3.441161], [0.208312, 1.756542, 3.760493], [4.152019, -1.068039, 3.131286], [2.289320, -1.996005, 4.774979], [3.276310, -3.190295, 4.023883], [0.544913, -2.431519, 3.065709], [1.143737, -3.920889, 4.049149], [0.664097, -4.179248, 1.555707], [2.247415, -4.750262, 2.112467], [1.567475, -2.175913, 0.609255], [2.494227, -3.589697, 0.044106], [3.937605, -1.615559, 0.707950], [4.278474, -3.007368, 1.757526], [3.826805, -1.068046, -1.495993], [4.139215, -3.189567, -2.885451], [2.448784, -3.669000, -4.778951], [0.347424, -2.364910, -4.805536], [-0.966651, -1.615904, -1.008235], [-0.554948, -3.197738, -2.951362], [-2.267885, -3.435491, -3.175725], [-0.685702, -4.404877, -0.922715], [-2.009349, -5.052145, -1.731131], [-2.058355, -2.909506, 0.399895], [-2.952665, -4.335572, 0.426647], [-4.524725, -2.489536, -0.194718], [-4.039808, -3.069662, -1.769628], [-2.939783, -0.581830, -0.680467], [-3.701266, -1.029667, -2.140685], [-1.392749, -1.530597, -5.108742], [-3.536246, -1.247417, -3.815026], [-3.687440, -0.919712, -5.473318], [-3.466982, 0.993687, -3.126188], [-4.832189, 0.558315, -4.170268], [-3.545628, 2.917827, -4.842970], [-3.776922, 1.671636, -6.042299], [-1.384797, 2.356591, -4.506597], [-1.657890, 2.501590, -6.244904], [-0.165774, 0.466428, -5.702245], [-1.673937, 0.038851, -6.580644], [-0.229970, 2.377161, 1.241933], [-0.540336, -1.324578, 1.118576], [-3.083521, 3.317741, -0.437821], [-4.525645, 3.025600, -0.011474], [-5.043253, 1.728678, -0.692018], [-4.638317, 2.832965, 1.491363], [-3.903341, 1.645668, 2.038682], [-2.651409, 1.485994, 2.435511], [-2.433604, 0.212977, 2.768478], [-3.596349, -0.389722, 2.522178], [-4.503821, 0.474632, 2.115584], [-2.976830, 3.762905, -1.420753], [-2.500818, 2.406724, -0.636674], [-2.338614, 3.692665, 0.280591], [-5.135239, 3.890123, -0.354062], [-4.513381, 0.839199, -0.325559], [-5.029022, 1.821067, -1.776049], [-6.110651, 1.585583, -0.400720], [-5.675041, 2.763190, 1.886357], [-4.121711, 3.584025, 2.051983], [-1.998476, 2.285903, 2.381044]],
  "atomic_forces_ev_per_a": [[0.3038, -0.5185, -0.6259], [-1.6999, 0.5135, 1.1859], [-0.3441, -0.9579, 0.4003], [0.9529, -0.2811, -0.6017], [-0.8183, -0.4360, -2.5039], [1.2472, 1.9408, 0.1114], [1.4193, -0.4088, 0.5324], [1.0601, -0.8846, 1.9326], [-0.4916, 0.1090, 0.6049], [0.3367, 0.4158, -0.1467], [1.9923, 1.5364, -0.0656], [-2.2706, 2.3690, -1.3164], [1.2557, -0.0686, -0.3411], [-1.1512, -0.8366, 0.4538], [0.7566, -0.7525, -0.2855], [0.4472, -0.8472, 0.9432], [-0.0712, -0.6026, -0.6485], [0.1571, -1.1004, -2.4673], [0.8266, 1.4337, 0.1921], [0.0013, 0.4695, -1.0890], [-0.7557, -1.5085, -0.8720], [-0.9785, -0.2925, 0.9998], [-0.6819, 0.8942, 0.4869], [0.0668, -0.4525, -0.8857], [-0.3974, 1.9882, 1.3492], [0.1851, -1.4778, -0.8314], [-1.1447, 1.1474, 0.6521], [-0.0603, -0.9862, -0.1920], [0.1361, -1.0346, -0.3442], [1.9306, -0.0387, 0.6590], [-2.2531, 0.5298, 3.2160], [-0.1399, 2.0051, 0.0959], [0.1056, 0.3191, -0.8687], [0.8580, -0.6571, -0.2135], [-1.0950, 1.5985, 1.1737], [-0.1893, 1.8375, -0.4315], [0.8016, -0.1882, -0.8414], [-0.7467, 1.0553, 1.0037], [1.4370, -0.5937, 1.5968], [-1.8351, -0.3866, -3.1249], [-1.0097, -1.0939, 0.3604], [1.2353, -0.2021, -1.7778], [-0.3278, 0.0702, 0.1933], [0.7917, 0.1006, 0.3272], [-0.3727, 0.1101, 0.9727], [-0.7327, -0.8924, 0.5804], [-2.3088, -0.3160, -1.2860], [-0.4927, 0.5674, -0.4547], [-1.6798, -2.2355, 1.0871], [1.6447, -0.5813, -0.7963], [-0.4651, -1.2654, 1.9781], [-0.5478, -0.2766, 1.0402], [0.1604, 0.3372, -0.4387], [0.2815, 0.9941, -0.2166], [0.1857, 0.0370, -0.1967], [0.3517, 0.0093, -0.0051], [0.3306, 0.4155, -1.0551], [-0.4188, 0.2577, -0.0735], [-0.6445, 0.4708, -0.6594], [0.2974, 0.2097, 0.5107], [-0.2005, 1.0399, 1.2505], [0.5559, 0.0806, 0.2250], [-0.2385, -0.5848, 0.5149], [-0.9128, 0.0386, 0.1597], [0.2032, -0.1732, -0.0073], [0.1232, -0.1253, 0.1329], [0.0875, -0.1040, 0.1445], [0.1473, 1.0320, 0.8771], [0.4691, 0.4747, -0.1450], [0.1256, 0.1601, -0.0069], [-0.0509, -0.7650, -0.3705], [0.2847, -0.2957, -0.3812], [0.0063, 0.9148, 0.8343], [0.7764, 0.0972, 0.1573], [-0.5363, -0.4644, -1.2089], [2.3342, -0.6369, -1.3115], [-0.4257, 0.3929, -1.0508], [0.7470, 0.0587, 0.5506], [-0.8173, -1.4079, -0.5095], [0.8528, 0.3872, 0.6075], [-0.5536, -0.6590, 0.1286], [0.1686, 0.3012, 0.0911], [-0.7367, -1.0708, -0.3632], [0.2413, -0.5519, -0.0735], [0.0167, 0.2086, -0.2266], [0.3624, -1.0922, 0.1140], [-0.4034, -1.1276, 0.7189], [0.5432, 0.1551, -0.1139], [-0.0634, -0.0322, -0.5770], [0.0281, 0.7550, 0.0553], [-0.5436, -0.2832, 0.2707], [-0.9155, -0.1377, -1.8976], [1.3669, 0.6367, 1.5943], [0.4369, -0.2868, 0.8489], [0.6692, 0.1598, -0.2931], [0.4976, 0.9735, 0.2927], [-0.0836, 0.4156, 0.1611], [0.0300, -0.2310, -0.2398], [1.5226, -1.3881, -0.1839], [0.4119, -0.6085, -0.6052], [-1.0947, 0.5615, 0.5518], [0.2902, -0.5142, 1.3733], [-1.1362, 0.0096, -0.7925], [-0.3221, -0.8439, 0.2119], [-0.2070, 1.5272, -0.6221], [-1.4251, 0.3164, 0.0613], [0.4589, -1.8572, 0.1678], [-0.3177, 0.7580, 0.0559], [-0.5466, -0.6301, 0.0604], [-0.7832, 0.8775, 0.0481], [0.0393, -0.5168, 0.6312], [0.0152, 0.3792, -0.4361], [0.2621, -0.1577, 0.0007], [0.5737, 0.0177, -0.1952], [0.6480, -0.1111, -0.4669], [-0.0449, 1.2003, 0.0124], [1.6313, 1.1600, 0.1898]],
  "e_above_lowest_kcal_mol": 39.9,
  "e_tot_ev": -110881.826,
  "s2": 6.02,
  "multiplicity": 5,
  "lumo_ha": [0.094, 0.094],
  "charge": -1
}



{
  "formula": "C7H12O",
  "method": "the ωB97M-V functional and the def2-TZVPD basis",
  "species": ["C", "C", "C", "C", "C", "C", "C", "H", "H", "H", "H", "H", "H", "H", "H", "H", "H", "H", "H", "O"],
  "coordinates": [[-1.567849, -1.050331, -0.371221], [-1.810485, -2.296486, -0.055710], [-0.742315, 0.620595, 1.252812], [-0.478544, -0.248813, 0.311168], [0.864808, -0.388126, -0.181382], [1.307362, -0.733596, -1.397531], [0.332688, 1.162350, 2.158183], [-2.202391, -0.511277, -1.025339], [-1.229447, -2.919445, 0.494887], [-2.661459, -2.891024, -0.483273], [-1.794266, 1.038206, 1.397427], [1.634681, -0.042720, 0.484828], [2.394403, -0.951148, -1.503042], [0.769691, -1.039089, -2.188564], [0.857159, 1.931965, 1.604634], [-0.051085, 1.634595, 3.129935], [1.021092, 0.421434, 2.442672], [1.522062, 2.808330, -2.300082], [0.834841, 1.249644, -2.073219], [0.999056, 2.204936, -1.697181]],
  "atomic_forces_ev_per_a": [[0.7693, 1.2521, 0.9292], [-2.7496, -0.6252, -2.3290], [-1.5786, 1.5967, 1.9930], [-0.9521, -1.3535, -2.0687], [1.1687, -0.3153, -0.4063], [2.7845, -0.3090, 2.9032], [-1.4808, 2.0300, 0.7148], [-0.7286, 0.3684, -0.6471], [1.9976, -1.2094, 2.0419], [0.6697, 1.0099, 0.1283], [1.3440, -1.1026, 0.0279], [0.2748, -0.1499, 0.3076], [-0.7849, 0.8155, -0.0292], [-2.3351, -1.1012, -2.4978], [0.3624, 0.3766, 0.1226], [0.2548, -0.6666, -1.5273], [0.9140, -1.0309, 0.3011], [-1.0163, -1.6604, 0.6638], [0.9834, 3.0137, 0.7093], [0.1027, -0.9390, -1.3370]],
  "e_above_lowest_kcal_mol": 65.7,
  "e_tot_ev": -9497.971,
  "smiles": "C=CC(C=C)=CC.O",
  "lumo_ha": 0.029,
  "charge": 0
}



{
  "formula": "C3H7N3",
  "method": "the ωB97M-V functional and the def2-TZVPD basis",
  "species": ["N", "C", "C", "N", "C", "N", "H", "H", "H", "H", "H", "H", "H"],
  "coordinates": [[-1.822000, -0.371728, -0.189155], [-0.740528, 0.617298, -0.109003], [0.605279, 0.007078, 0.335538], [0.560892, -1.325143, 0.428512], [2.229750, 0.937185, -0.705828], [3.246182, 1.522025, -0.738943], [-2.533605, -0.219840, 0.519301], [-2.291345, -0.341979, -1.086744], [-0.992138, 1.428985, 0.582953], [-0.564127, 1.063308, -1.084245], [1.216512, 0.537038, 1.029262], [-0.287521, -1.790946, 0.112427], [1.334849, -1.865277, 0.776115]],
  "atomic_forces_ev_per_a": [[-0.0139, 0.1412, -0.0721], [0.2984, 0.2369, -0.1520], [-0.0067, -0.0925, 0.1867], [0.2778, 0.2249, -0.2136], [0.4594, 0.0966, -0.2740], [-1.5341, -0.8669, 0.0484], [0.2806, -0.0545, -0.0856], [0.1621, 0.0157, 0.1107], [0.1634, -0.1107, -0.1125], [-0.0858, 0.0929, 0.0250], [-0.2902, -0.0171, 0.6696], [0.3362, 0.2157, -0.1676], [-0.0473, 0.1176, 0.0368]],
  "e_above_lowest_kcal_mol": 53.3,
  "e_tot_ev": -7692.367,
  "lumo_ha": 0.015,
  "charge": 0
}



{
  "formula": "C3H10FN4",
  "method": "the ωB97M-V functional and the def2-TZVPD basis",
  "species": ["C", "C", "C", "N", "N", "N", "N", "F", "H", "H", "H", "H", "H", "H", "H", "H", "H", "H"],
  "coordinates": [[-3.686398, -0.517292, -0.045666], [1.903404, 0.534964, 0.181591], [-0.047660, -1.144255, 0.016869], [-0.811789, 1.034301, -0.005045], [-1.009590, -0.307553, 0.185670], [3.306849, 0.635026, -0.051983], [1.232072, -0.735332, 0.038585], [-3.826575, 0.766430, 0.217140], [-3.642411, -0.900918, -1.099563], [-3.766308, -1.327347, 0.680610], [1.397512, 1.232709, -0.500315], [1.936074, 0.968779, 1.264984], [-0.320524, -2.222381, -0.106961], [-0.931565, 1.366111, -0.959955], [4.010210, 0.298240, 0.496897], [3.552076, 0.216912, -0.993795], [1.949098, -1.455602, -0.005176], [-1.244478, 1.557215, 0.686110]],
  "atomic_forces_ev_per_a": [[1.4191, -0.6680, -1.2136], [0.6091, 3.5038, 2.5254], [1.2245, 0.2846, 0.0263], [0.6523, -1.7378, -1.0025], [-2.3985, 0.9087, -0.5673], [-1.2179, -0.9427, -5.5778], [0.8504, -2.8681, -0.2787], [0.1222, -1.7437, -0.2279], [-0.1681, 1.2957, 0.8500], [-0.2087, 1.0279, 0.6644], [0.4498, -0.1045, 0.5762], [-1.3704, -0.8960, -1.5844], [0.6231, 1.0802, 0.3169], [-0.0627, -0.1350, 0.2641], [1.4190, -1.1359, 2.8451], [-0.3324, 1.0750, 1.0795], [-0.5555, -0.2789, -0.0095], [-1.0553, 1.3348, 1.3138]],
  "e_tot_ev": -11939.481,
  "lumo_ha": [-0.162, -0.227],
  "charge": 1
}



{
  "formula": "C3H9BrN",
  "method": "the ωB97M-V functional and the def2-TZVPD basis",
  "species": ["C", "C", "C", "N", "Br", "H", "H", "H", "H", "H", "H", "H", "H", "H"],
  "coordinates": [[1.107232, 0.848415, 0.292428], [0.331283, -1.384026, -0.271117], [-1.234446, 0.624891, -0.437554], [-0.045008, -0.084790, 0.408440], [-2.979916, 0.135812, 0.269498], [1.359585, 1.143354, -0.649771], [0.831086, 1.701274, 0.800889], [2.039241, 0.358374, 0.871335], [0.302222, -1.328680, -1.426904], [1.273734, -1.766731, 0.052828], [-0.448145, -2.015371, 0.200616], [-1.013103, 1.706941, -0.166496], [-1.124591, 0.231276, -1.373142], [-0.399179, -0.170741, 1.428946]],
  "atomic_forces_ev_per_a": [[1.9952, -2.8128, 4.3270], [-2.3031, -0.6062, 0.1205], [0.6070, 1.0574, 5.0408], [-0.5861, 0.9491, -1.4386], [0.8554, 0.1176, -0.2816], [0.4546, 0.0516, -2.9023], [-0.3196, 1.9932, 1.3303], [-2.0970, 1.1680, -1.5159], [-0.1686, 0.1388, 2.1356], [0.7165, 0.1833, 0.3011], [0.4354, -0.5044, -1.2411], [-0.7741, -1.3367, -1.2127], [0.2195, -0.2564, -2.5795], [0.9648, -0.1425, -2.0836]],
  "e_above_lowest_kcal_mol": 40.7,
  "e_tot_ev": -74781.246,
  "smiles": "C[NH+](C)CBr",
  "lumo_ha": -0.129,
  "charge": 1
}